Formula: C18H28BrO13P3
Source: OMol25
Level of theory: ωB97M-V/def2-TZVPD

Results
- HOMO energy (eV) = -8.310
- energy relative to the best compared isomer or geometry (same formula, charge and spin) (kJ/mol) = 448.5
- E (eV) = -143639.640
- gap between HOMO and LUMO (eV) = 5.73
- SMILES = COCc1c(P(O)Br)ccc2c1C(=O)C(O)=CC2=O.COP(=O)(OC)OC.COP(=O)(OC)OC

Each line ends with the Löwdin charge.
Positions of all 63 atoms, in Å:
C  -0.430  2.742  4.582  -0.100
O  -1.390  1.995  3.815  -0.218
C  -0.840  0.782  3.291  -0.202
C  0.540  1.099  2.599  -0.123
C  0.605  1.967  1.391  -0.330
P  -0.918  2.743  0.609  0.605
O  -0.458  3.329  -0.925  -0.393
Br  -2.435  1.120  0.118  0.287
C  1.907  2.230  0.768  -0.043
C  3.173  1.673  1.251  0.012
C  3.107  0.807  2.425  -0.043
C  1.803  0.548  3.095  -0.014
C  1.890  -0.356  4.371  -0.243
O  1.248  -0.183  5.376  0.114
C  2.952  -1.514  4.258  -0.199
O  2.678  -2.790  4.802  0.019
C  4.139  -1.285  3.637  0.075
C  4.393  0.129  3.010  -0.310
O  5.476  0.655  3.004  0.108
H  0.288  2.097  5.152  0.086
H  0.108  3.491  3.931  0.098
H  -1.024  3.317  5.351  0.099
H  -0.731  0.040  4.131  0.121
H  -1.522  0.288  2.545  0.063
H  -0.316  2.527  -1.472  0.041
H  1.888  2.879  -0.145  0.100
H  4.151  1.889  0.765  0.092
H  2.465  -3.319  4.008  0.114
H  4.901  -2.089  3.534  0.131
C  -8.332  1.951  -2.679  -0.141
O  -7.115  1.441  -3.246  -0.249
P  -6.267  0.223  -2.392  0.675
O  -4.932  0.756  -2.835  -0.262
O  -6.785  -0.904  -3.477  -0.252
C  -8.180  -1.153  -3.616  -0.132
O  -5.533  -1.004  -1.458  -0.257
C  -6.404  -1.780  -0.630  -0.134
H  -8.310  3.041  -2.724  0.086
H  -9.186  1.595  -3.260  0.077
H  -8.450  1.645  -1.638  0.075
H  -8.567  -0.592  -4.470  0.089
H  -8.733  -0.873  -2.715  0.077
H  -8.331  -2.217  -3.799  0.089
H  -7.005  -2.459  -1.240  0.079
H  -7.059  -1.131  -0.044  0.078
H  -5.795  -2.371  0.054  0.087
C  4.326  -2.691  -0.525  -0.130
O  3.981  -1.325  -0.805  -0.242
P  5.124  -0.347  -1.615  0.680
O  4.763  0.897  -0.861  -0.259
O  4.244  -0.434  -3.001  -0.246
C  3.987  -1.705  -3.592  -0.127
O  6.402  0.390  -2.460  -0.227
C  7.224  -0.472  -3.256  -0.126
H  4.074  -2.910  0.513  0.078
H  3.750  -3.355  -1.173  0.081
H  5.392  -2.876  -0.674  0.079
H  2.993  -2.050  -3.295  0.092
H  4.733  -2.447  -3.296  0.076
H  4.012  -1.601  -4.676  0.092
H  6.682  -0.795  -4.149  0.080
H  7.540  -1.343  -2.679  0.079
H  8.108  0.083  -3.565  0.090

---

Formula: C18H28Cl2N3O4P
Source: OMol25
Level of theory: ωB97M-V/def2-TZVPD

Results
- HOMO energy (eV) = -9.619
- E (eV) = -66105.210
- gap between HOMO and LUMO (eV) = 8.75
- SMILES = CCCCCCCCCCC[C@](C#N)(CON=O)[C@@](C#N)(CC(=O)Cl)P(O)Cl

Each line ends with the Löwdin charge.
Positions of all 56 atoms, in Å:
C  -5.359  4.505  0.276  -0.154
C  -4.437  3.197  0.081  -0.270
C  -4.606  2.116  1.299  -0.226
C  -3.244  1.309  1.605  -0.216
C  -3.579  -0.068  2.429  -0.213
C  -2.366  -0.385  3.445  -0.215
C  -1.030  -0.896  2.643  -0.208
C  0.170  0.213  2.718  -0.200
C  1.579  -0.495  2.269  -0.185
C  2.143  0.296  0.951  -0.206
C  3.143  -0.589  0.051  -0.145
C  2.471  -1.274  -1.246  -0.303
C  0.924  -1.609  -0.865  -0.154
N  -0.251  -1.825  -0.692  0.169
C  3.177  -2.743  -1.391  -0.115
O  2.770  -3.608  -0.266  -0.148
N  3.757  -4.517  0.006  -0.038
O  4.227  -4.313  1.090  0.071
C  2.582  -0.385  -2.586  -0.460
C  2.414  1.198  -2.254  -0.182
N  2.572  2.289  -1.738  0.166
C  3.967  -0.568  -3.405  -0.125
C  3.741  -1.226  -4.883  -0.713
O  3.696  -2.476  -5.073  -0.009
Cl  3.595  -0.043  -6.309  0.561
P  1.174  -0.753  -3.869  0.702
O  0.877  -2.467  -3.904  -0.344
Cl  -0.622  0.252  -3.264  0.195
H  -5.241  5.200  -0.645  0.075
H  -5.126  5.050  1.258  0.074
H  -6.464  4.193  0.319  0.071
H  -3.340  3.559  0.055  0.101
H  -4.617  2.674  -0.942  0.110
H  -5.018  2.669  2.220  0.111
H  -5.403  1.372  0.933  0.110
H  -2.733  1.050  0.603  0.113
H  -2.514  1.911  2.279  0.110
H  -3.686  -0.898  1.642  0.113
H  -4.523  0.088  3.065  0.107
H  -2.608  -1.226  4.197  0.105
H  -2.054  0.591  3.973  0.097
H  -0.655  -1.907  3.036  0.107
H  -1.348  -0.932  1.527  0.079
H  0.193  0.548  3.831  0.109
H  -0.118  1.090  2.028  0.101
H  2.305  -0.282  3.148  0.111
H  1.475  -1.621  2.096  0.102
H  1.288  0.798  0.381  0.096
H  2.785  1.163  1.388  0.123
H  3.620  -1.381  0.744  0.124
H  4.004  0.099  -0.282  0.124
H  4.328  -2.635  -1.291  0.138
H  2.930  -3.232  -2.403  0.135
H  4.351  0.506  -3.629  0.123
H  4.805  -1.082  -2.821  0.134
H  -0.117  -2.539  -3.839  0.063

---

Formula: C18H28CoN3O7Sb
Source: OMol25
Level of theory: ωB97M-V/def2-TZVPD

Results
- HOMO energy (spin up / spin down) (eV) = -5.591 / -8.481
- energy relative to the best compared isomer or geometry (same formula, charge and spin) (kJ/mol) = 691.1
- E (eV) = -82082.343
- gap between HOMO and LUMO (spin up / spin down) (eV) = 5.66 / 7.22
- 2S+1 = 4

Each line ends with the Löwdin charge.
Positions of all 58 atoms, in Å:
Co  -0.025  -0.348  0.486  0.422
C  1.306  -2.457  -4.084  -0.032
N  1.332  -2.561  -2.639  -0.133
C  1.593  -3.880  -2.090  -0.011
C  0.927  -1.577  -1.829  -0.347
O  0.864  -1.739  -0.605  0.013
C  0.550  -0.245  -2.487  -0.078
O  0.141  0.711  -1.538  -0.126
C  0.924  1.900  -1.444  -0.059
C  1.535  2.163  -0.037  -0.273
O  2.677  0.440  1.253  0.028
N  2.851  2.713  -0.151  -0.155
C  3.483  3.191  1.089  -0.070
C  3.023  3.771  -1.149  -0.071
H  1.984  -3.206  -4.491  0.095
H  1.652  -1.482  -4.423  0.088
H  0.305  -2.644  -4.482  0.106
H  2.550  -4.244  -2.466  0.096
H  0.802  -4.572  -2.387  0.104
H  1.624  -3.815  -1.006  0.094
H  -0.277  -0.416  -3.187  0.152
H  1.407  0.117  -3.064  0.132
H  0.280  2.744  -1.709  0.158
H  1.742  1.819  -2.158  0.112
H  3.236  2.534  1.918  0.078
H  3.181  4.208  1.330  0.083
H  4.563  3.150  0.927  0.093
H  2.717  3.475  -2.147  0.073
H  4.086  4.002  -1.197  0.091
H  2.476  4.675  -0.856  0.096
O  -3.757  -1.117  1.185  0.063
C  -2.649  -0.654  0.993  -0.597
O  -1.673  -1.249  0.392  -0.098
C  -2.297  0.743  1.468  -0.206
C  -3.181  1.550  2.136  -0.013
C  -2.738  2.836  2.509  -0.055
C  -1.496  3.260  2.141  -0.005
C  -0.631  2.401  1.403  -0.192
N  -1.043  1.125  1.159  0.044
C  0.585  2.941  0.903  -0.323
O  0.862  4.162  1.039  -0.013
O  1.664  0.717  0.467  -0.204
H  -4.171  1.180  2.345  0.114
H  -3.392  3.494  3.065  0.105
H  -1.132  4.248  2.372  0.112
C  -1.495  -1.400  4.351  -0.297
Sb  0.293  -1.050  3.229  1.420
C  1.531  -2.516  4.190  -0.326
C  0.975  0.637  4.357  -0.298
H  -1.244  -1.561  5.397  0.005
H  -2.032  -2.260  3.963  0.009
H  -2.139  -0.527  4.265  0.001
H  1.551  -2.350  5.263  0.002
H  2.541  -2.448  3.797  -0.005
H  1.146  -3.513  3.991  -0.003
H  0.715  0.509  5.406  0.006
H  0.519  1.550  3.980  -0.006
H  2.055  0.724  4.265  0.001

---

Among the records above, which one has the lowest E?
C18H28BrO13P3

---

Repeat the first record exactly.
Formula: C18H28BrO13P3
Source: OMol25
Level of theory: ωB97M-V/def2-TZVPD

Results
- HOMO energy (eV) = -8.310
- energy relative to the best compared isomer or geometry (same formula, charge and spin) (kJ/mol) = 448.5
- E (eV) = -143639.640
- gap between HOMO and LUMO (eV) = 5.73
- SMILES = COCc1c(P(O)Br)ccc2c1C(=O)C(O)=CC2=O.COP(=O)(OC)OC.COP(=O)(OC)OC

Each line ends with the Löwdin charge.
Positions of all 63 atoms, in Å:
C  -0.430  2.742  4.582  -0.100
O  -1.390  1.995  3.815  -0.218
C  -0.840  0.782  3.291  -0.202
C  0.540  1.099  2.599  -0.123
C  0.605  1.967  1.391  -0.330
P  -0.918  2.743  0.609  0.605
O  -0.458  3.329  -0.925  -0.393
Br  -2.435  1.120  0.118  0.287
C  1.907  2.230  0.768  -0.043
C  3.173  1.673  1.251  0.012
C  3.107  0.807  2.425  -0.043
C  1.803  0.548  3.095  -0.014
C  1.890  -0.356  4.371  -0.243
O  1.248  -0.183  5.376  0.114
C  2.952  -1.514  4.258  -0.199
O  2.678  -2.790  4.802  0.019
C  4.139  -1.285  3.637  0.075
C  4.393  0.129  3.010  -0.310
O  5.476  0.655  3.004  0.108
H  0.288  2.097  5.152  0.086
H  0.108  3.491  3.931  0.098
H  -1.024  3.317  5.351  0.099
H  -0.731  0.040  4.131  0.121
H  -1.522  0.288  2.545  0.063
H  -0.316  2.527  -1.472  0.041
H  1.888  2.879  -0.145  0.100
H  4.151  1.889  0.765  0.092
H  2.465  -3.319  4.008  0.114
H  4.901  -2.089  3.534  0.131
C  -8.332  1.951  -2.679  -0.141
O  -7.115  1.441  -3.246  -0.249
P  -6.267  0.223  -2.392  0.675
O  -4.932  0.756  -2.835  -0.262
O  -6.785  -0.904  -3.477  -0.252
C  -8.180  -1.153  -3.616  -0.132
O  -5.533  -1.004  -1.458  -0.257
C  -6.404  -1.780  -0.630  -0.134
H  -8.310  3.041  -2.724  0.086
H  -9.186  1.595  -3.260  0.077
H  -8.450  1.645  -1.638  0.075
H  -8.567  -0.592  -4.470  0.089
H  -8.733  -0.873  -2.715  0.077
H  -8.331  -2.217  -3.799  0.089
H  -7.005  -2.459  -1.240  0.079
H  -7.059  -1.131  -0.044  0.078
H  -5.795  -2.371  0.054  0.087
C  4.326  -2.691  -0.525  -0.130
O  3.981  -1.325  -0.805  -0.242
P  5.124  -0.347  -1.615  0.680
O  4.763  0.897  -0.861  -0.259
O  4.244  -0.434  -3.001  -0.246
C  3.987  -1.705  -3.592  -0.127
O  6.402  0.390  -2.460  -0.227
C  7.224  -0.472  -3.256  -0.126
H  4.074  -2.910  0.513  0.078
H  3.750  -3.355  -1.173  0.081
H  5.392  -2.876  -0.674  0.079
H  2.993  -2.050  -3.295  0.092
H  4.733  -2.447  -3.296  0.076
H  4.012  -1.601  -4.676  0.092
H  6.682  -0.795  -4.149  0.080
H  7.540  -1.343  -2.679  0.079
H  8.108  0.083  -3.565  0.090